C78H193BrN11O38 | ωB97M-V/def2-TZVPD

Structure (XYZ):
```
321
Properties=species:S:1:pos:R:3:forces:R:3:lowdin_charge:R:1
C -27.35225 -4.60908 19.21228 -1.7478 0.6909 0.5987 -0.123
O -26.62687 -5.37888 18.32719 1.1467 -0.0431 -0.3655 -0.155
C -26.27443 -6.62985 18.89310 0.7455 0.5853 -1.0750 -0.157
C -25.16226 -6.44372 19.92388 -0.2590 1.1468 0.7998 -0.067
N -24.03806 -5.46992 19.46861 0.8476 -2.3271 0.6326 0.115
H -23.61040 -5.95670 18.69386 0.4768 -0.3854 -0.9691 0.127
H -24.33993 -4.57280 19.11624 -0.5646 0.2575 0.0719 0.171
C -22.94635 -5.34627 20.55082 0.0149 -0.5223 -0.8483 -0.107
C -21.69618 -4.71086 19.92535 -0.7475 0.3733 -1.5965 -0.181
O -21.39755 -5.25766 18.60170 -0.7934 0.9243 0.9230 -0.174
C -20.58009 -6.41197 18.63085 0.0151 -0.1683 0.7967 -0.088
H -28.31463 -5.07997 19.41276 -0.3211 -0.1463 0.0175 0.098
H -27.59141 -3.63222 18.79197 0.2980 -0.0668 -0.2885 0.101
H -26.95227 -4.45016 20.21372 0.6591 -0.0910 0.0349 0.055
H -25.86673 -7.24833 18.09349 -0.1057 0.0551 -0.1992 0.129
H -27.20436 -7.08169 19.23830 0.3115 -0.3395 0.7685 0.130
H -24.69135 -7.39866 20.15726 0.0963 0.3115 0.0299 0.108
H -25.51271 -5.91697 20.81146 -0.2842 -0.6127 0.2609 0.089
H -22.60765 -6.32353 20.89487 -0.9620 -0.2212 0.1130 0.098
H -23.43194 -4.74633 21.32048 0.5517 -0.1252 0.3015 0.097
H -20.78930 -4.67121 20.52876 -0.2101 -0.5194 0.4628 0.093
H -22.03468 -3.68118 19.81014 0.5421 0.4175 -0.7871 0.101
H -19.60595 -6.10272 19.00969 0.4126 -0.1949 0.0990 0.067
H -20.45236 -6.89115 17.66020 -0.3658 0.5377 -0.1806 0.106
H -21.01307 -7.16320 19.29138 0.0496 -0.2275 0.1032 0.082
C -21.38456 -12.52266 32.98953 -1.6512 -0.4065 0.5559 -0.059
O -22.51505 -11.59080 33.07498 2.5403 -0.0085 0.2727 -0.220
C -22.05587 -10.23423 33.01499 -2.2584 -0.0014 0.7949 -0.177
C -23.08025 -9.39857 33.81450 -0.2556 1.8577 -1.6278 -0.058
N -24.45298 -9.22675 33.18306 -0.2400 -1.4233 0.9941 0.079
H -25.04043 -8.61048 33.72639 0.4822 0.9636 0.4138 0.165
H -24.36536 -8.76070 32.29130 0.3516 0.4682 -1.4424 0.095
C -25.30830 -10.48443 33.19746 1.7650 1.2534 -0.4288 -0.088
C -26.73242 -10.05005 33.12346 -1.4377 -0.0842 -0.1113 -0.231
O -27.00249 -9.06137 32.16304 0.8725 0.5747 0.0099 -0.208
C -28.30083 -8.45373 32.26085 0.0756 -1.3093 -0.4511 -0.049
H -21.78816 -13.39961 33.49566 0.2199 -0.3058 -0.3618 0.089
H -20.50415 -12.24965 33.57129 -0.0782 0.5620 -0.2108 0.094
H -21.15518 -12.74631 31.94767 0.2052 0.0722 0.0218 0.079
H -21.94148 -9.96626 31.96465 -0.3977 0.6092 -0.0524 0.121
H -21.13063 -9.90557 33.48829 0.4510 -1.0991 0.3033 0.135
H -22.67325 -8.39371 33.70169 -0.0867 0.3778 0.4192 0.126
H -23.31887 -9.58219 34.86209 0.8150 -0.6549 -0.0873 0.145
H -25.09873 -10.88664 34.18862 -0.1886 -0.5488 -0.2528 0.143
H -24.89026 -11.11242 32.41071 -0.4503 -0.2149 0.2192 0.107
H -27.02922 -9.66044 34.09722 -0.0768 -0.0795 0.3361 0.136
H -27.34080 -10.93037 32.91606 -0.2746 -0.3346 0.1782 0.126
H -28.27347 -7.47945 31.77286 0.0544 -0.1290 0.2833 0.103
H -28.71231 -8.45096 33.27020 0.4339 0.4769 0.2489 0.096
H -28.95728 -9.13870 31.72422 -0.4542 0.2397 -0.3402 0.076
C -18.47688 -12.55388 24.10361 0.6625 0.5409 -1.5366 -0.046
O -18.85444 -11.41557 23.23262 -0.8092 -0.5269 1.2693 -0.201
C -19.03834 -11.80396 21.88235 0.7444 -1.1634 -0.2484 -0.237
C -20.13549 -11.06004 21.15935 -0.1437 1.0970 0.1823 -0.074
N -20.61996 -11.65082 19.82193 1.2980 -0.2026 2.1339 0.105
H -21.17819 -12.43688 20.12291 -1.0636 -0.7311 -0.3668 0.114
H -21.25385 -10.95892 19.44832 -1.0702 0.9871 -1.1783 0.081
C -19.62925 -12.13035 18.81255 1.1037 -0.0587 1.2104 -0.069
C -18.88182 -11.00255 18.13862 -0.2126 0.1195 -0.6803 -0.184
O -18.17197 -10.26157 19.10489 0.2300 -0.3844 1.5065 -0.209
C -17.15150 -9.39097 18.64949 -1.4061 0.6458 -1.2521 -0.069
H -18.47140 -12.35278 25.17488 -0.3640 0.6965 -0.2819 0.084
H -17.45257 -12.79128 23.81634 0.1290 -0.2721 0.1554 0.092
H -19.08538 -13.43859 23.91621 -0.2387 0.1513 -0.0974 0.061
H -19.29337 -12.86354 21.86341 -0.0056 -0.3480 -0.1025 0.110
H -18.08924 -11.69694 21.35713 0.1070 0.0183 -0.1711 0.119
H -19.85320 -10.01570 21.02599 0.0621 -0.1194 -0.4380 0.126
H -20.99129 -11.01492 21.83290 -0.3380 -0.2883 -0.2542 0.120
H -20.08673 -12.87566 18.16192 -0.2786 0.5525 -0.2305 0.151
H -18.88794 -12.67871 19.39382 0.0529 -0.2064 0.0025 0.125
H -19.60732 -10.39026 17.60301 0.0456 0.3858 -0.0739 0.120
H -18.19496 -11.42818 17.40707 0.0574 -0.1450 -0.1299 0.140
H -16.74815 -8.74309 19.42773 0.2051 -0.8509 0.4408 0.069
H -17.67598 -8.65658 18.03819 0.2575 0.1666 -0.6993 0.089
H -16.41191 -9.91140 18.04100 0.2377 0.0593 0.2412 0.104
C -17.13443 -7.38364 26.17344 -1.0621 -0.5446 0.5107 -0.064
O -17.89733 -6.14081 26.20360 0.9928 -0.3947 -0.3727 -0.222
C -18.42998 -5.85724 27.49474 0.2083 -0.0588 -0.0636 -0.188
C -19.14313 -4.51197 27.68252 1.4812 0.7445 -1.1212 -0.007
N -18.21925 -3.27637 27.33083 -0.4792 -1.4171 -0.9305 0.109
H -18.86853 -2.51943 27.49071 -0.7716 1.1668 0.8663 0.103
H -17.46850 -3.17646 27.99904 0.1523 0.0403 0.4826 0.180
C -17.63683 -3.05440 25.94684 -0.5852 -0.9622 0.5659 -0.107
C -17.39542 -1.59453 25.77806 -0.0901 1.5595 0.0822 -0.179
O -18.60269 -0.83368 26.05695 0.7275 -3.0782 0.0085 -0.174
C -18.64540 0.31144 25.31697 0.0942 1.7742 -0.2749 -0.143
H -16.24077 -7.43489 26.79542 0.2364 0.7932 -0.1257 0.097
H -16.93667 -7.77463 25.17538 0.2347 1.0799 -0.3616 0.072
H -17.71325 -8.22820 26.54734 -0.6820 0.1552 0.4741 0.071
H -17.63577 -5.83227 28.24086 0.3825 -0.2358 0.0751 0.130
H -19.07153 -6.70059 27.75028 -0.4507 0.2268 0.3337 0.129
H -19.29137 -4.36556 28.75243 -0.5116 0.0260 -0.0637 0.136
H -20.01511 -4.25205 27.08237 -0.1567 -0.7090 0.2110 0.114
H -18.28832 -3.37185 25.13267 -0.8111 -0.1759 0.5618 0.120
H -16.78993 -3.72854 25.81881 0.3856 0.4555 0.2926 0.127
H -17.07791 -1.45313 24.74496 -0.0729 0.1775 -0.2946 0.117
H -16.60248 -1.14879 26.37861 0.1878 -0.3233 0.3044 0.145
H -19.61879 0.78378 25.44932 0.0450 -0.0009 0.0910 0.099
H -18.47063 0.13611 24.25546 -0.0166 -0.0780 -0.3406 0.084
H -17.87739 1.00075 25.66784 0.0419 0.3551 -0.1054 0.109
C -25.16912 -18.22658 24.72669 -0.3583 -0.3873 0.5425 -0.106
O -24.77882 -17.24730 23.81942 0.6477 0.9340 -1.5266 -0.195
C -24.81395 -17.78721 22.50119 0.9350 0.4064 -0.9501 -0.197
C -24.66487 -16.70291 21.40709 -0.1468 1.6668 1.4383 -0.032
N -23.74163 -15.57083 21.89740 0.3048 -2.3049 -0.4439 0.068
H -23.71305 -14.88018 21.16100 -0.3348 1.8223 -0.8578 0.078
H -24.10360 -15.17940 22.75522 -0.1033 0.2060 0.3832 0.126
C -22.33368 -15.97819 22.05587 0.2469 -0.0641 1.4445 -0.090
C -21.56005 -15.00761 22.95859 0.4084 0.6521 1.3524 -0.149
O -22.31129 -14.62146 24.14064 -1.6159 -0.6568 -0.5704 -0.223
C -21.78268 -13.75417 25.14297 0.9430 -0.4498 -0.9074 -0.086
H -26.23433 -18.33825 24.52425 -0.1254 -0.8777 0.5769 0.098
H -24.98501 -17.93809 25.76157 -0.1647 0.5691 -0.1538 0.092
H -24.57057 -19.13063 24.61477 -0.3033 -0.3545 -0.3313 0.099
H -25.68718 -18.40656 22.29634 -0.3386 0.2111 0.1412 0.133
H -23.96155 -18.44407 22.32779 0.1836 -0.3742 0.4623 0.120
H -25.55634 -16.10208 21.22715 -0.3361 -0.5134 -0.2254 0.120
H -24.26348 -17.06033 20.45881 -0.0924 -0.1724 0.1942 0.147
H -21.86675 -16.02285 21.07195 -0.0552 0.0597 0.0763 0.146
H -22.29703 -16.95817 22.53170 -0.1288 -0.0135 -0.1476 0.127
H -21.23666 -14.13962 22.38404 -0.1926 0.3491 0.0250 0.102
H -20.66976 -15.51637 23.32824 0.2781 -0.1649 -0.3001 0.127
H -22.45245 -13.29889 25.87248 -1.2405 -0.4642 -0.7000 0.070
H -21.35707 -12.89468 24.62507 0.7673 0.0380 0.3161 0.079
H -21.13619 -14.35872 25.77911 0.8495 0.3256 -0.2228 0.096
C -20.30255 -9.73426 25.65097 0.0656 -0.4043 -0.4850 -0.098
O -20.99369 -9.93599 26.84266 0.8351 -1.2439 1.4077 -0.182
C -22.14006 -9.19897 27.06535 0.6831 0.4045 -2.5128 -0.241
C -22.82152 -9.62948 28.28624 0.3955 -1.4384 0.9533 -0.057
N -23.27115 -11.11535 28.21911 -1.4539 1.5313 0.4676 0.099
H -23.82016 -11.18139 27.37393 -1.3316 -0.0461 -1.1387 0.077
H -22.54224 -11.77317 27.98236 0.8683 0.1274 0.5239 0.158
C -24.13483 -11.61758 29.41293 0.8514 -1.0687 -2.0514 -0.037
C -25.30652 -10.71257 29.75668 0.3905 0.3539 0.0383 -0.216
O -26.03822 -10.37463 28.60599 1.5538 -1.0487 -0.9542 -0.189
C -27.21272 -9.66768 28.83477 0.1057 0.3921 -0.4677 -0.077
H -20.82871 -10.21439 24.82591 0.0139 -0.2538 -0.2172 0.080
H -19.34719 -10.22638 25.83323 0.0754 0.1920 -0.4737 0.083
H -20.17832 -8.69711 25.33958 0.0839 0.3865 0.3984 0.069
H -22.75873 -9.32899 26.17741 -0.7506 -0.0548 -0.0568 0.111
H -21.83114 -8.15474 27.01775 -0.5246 0.5051 0.7757 0.143
H -23.67263 -8.95381 28.37082 -0.1073 -0.4762 0.9654 0.130
H -22.12504 -9.73306 29.11827 -0.2344 1.2215 0.2824 0.138
H -23.46027 -11.93785 30.20697 -0.0913 0.8781 0.4418 0.123
H -24.42545 -12.58380 29.00058 -0.6902 -0.0495 0.0332 0.125
H -24.89116 -9.84250 30.26518 -0.1805 0.5371 -0.0161 0.104
H -25.98484 -11.20554 30.45307 0.0930 -0.3768 0.3154 0.112
H -26.93888 -8.64460 29.09249 -0.4600 0.0518 0.9496 0.097
H -27.79571 -10.27212 29.52966 -0.4601 0.7367 0.4284 0.072
H -27.74549 -9.55769 27.89023 -0.0154 -0.4496 -0.0804 0.091
C -23.81569 -9.93124 21.28897 0.3258 -0.1701 -0.5563 -0.100
O -24.54840 -8.94592 21.95676 -0.3586 0.9431 1.9262 -0.169
C -23.78564 -8.47629 23.07708 1.6224 -1.0018 -0.1416 -0.217
C -24.40478 -7.56368 24.08739 -1.6837 1.4015 -0.0804 -0.100
N -25.81222 -8.05602 24.37327 -0.3742 0.2361 0.3300 0.092
H -26.43292 -7.65936 23.68226 -0.7158 0.5914 -1.0787 0.106
H -25.83021 -9.05654 24.23637 0.0706 -1.1663 -0.4003 0.091
C -26.50976 -7.92979 25.71660 3.3069 1.3955 -0.4542 -0.057
C -26.59699 -6.47630 26.20864 -2.0089 0.0645 -0.7065 -0.202
O -25.44880 -5.67680 26.09341 1.2278 -1.5849 0.4701 -0.169
C -25.56723 -4.40454 26.67392 -1.0098 0.9603 0.1711 -0.080
H -22.79704 -9.60499 21.07914 0.0873 0.4220 -0.3360 0.071
H -24.32610 -10.08881 20.33884 0.2316 -0.3162 0.0832 0.092
H -23.68065 -10.83685 21.88034 -0.5025 -0.3272 0.0863 0.077
H -22.86017 -8.06572 22.67331 0.0290 0.7123 0.1047 0.072
H -23.38152 -9.28094 23.69134 -0.2977 -1.0570 -0.1768 0.110
H -24.45486 -6.54044 23.71516 -0.4509 -0.0006 -0.0579 0.112
H -23.90033 -7.42657 25.04386 0.4369 -0.6235 -0.2462 0.108
H -25.75841 -8.36909 26.37280 -0.3574 -0.6690 0.3063 0.116
H -27.42666 -8.51578 25.65316 -0.0075 0.4483 0.1282 0.139
H -26.98641 -6.66038 27.20993 0.3341 0.6867 0.6915 0.115
H -27.38867 -5.94119 25.68423 -0.3768 -0.0864 -0.1996 0.132
H -26.08932 -4.40547 27.63075 -0.1393 -0.3427 0.1298 0.090
H -26.14838 -3.77739 25.99787 -0.1554 0.2248 -0.0513 0.088
H -24.63643 -3.87224 26.86980 0.2702 -0.7192 -0.3594 0.069
C -25.90777 -3.33538 22.56775 -0.4834 1.5684 -0.1488 -0.066
O -24.63418 -2.86563 22.15268 2.2979 0.2493 0.1486 -0.247
C -24.46984 -1.42374 22.15386 -0.4228 -0.8384 -1.1485 -0.152
C -22.99700 -1.07098 21.62661 -1.8994 -1.5727 1.5023 -0.002
N -21.92591 -1.70420 22.61134 -0.4784 2.2250 -0.7766 0.111
H -22.22406 -2.61387 22.93337 -0.8429 -0.5306 0.6872 0.119
H -21.11176 -1.92809 22.05714 0.4091 0.2144 -0.1877 0.150
C -21.48550 -0.75893 23.78735 0.6641 -0.5968 -1.6707 -0.070
C -22.43446 -0.75579 24.92429 -1.5815 0.1380 1.7665 -0.221
O -23.06209 -1.98052 25.17827 -0.5290 -1.3960 -0.7795 -0.190
C -22.35905 -2.95013 25.97921 0.1292 0.6740 0.3980 -0.089
H -26.60231 -2.78775 21.93072 -0.6688 -0.0956 0.1771 0.092
H -26.04690 -3.02231 23.60251 -0.2876 -0.3391 0.1521 0.089
H -26.10169 -4.39584 22.40676 0.5949 -0.0351 0.1316 0.059
H -24.86802 -0.91761 23.03329 0.8410 -0.3034 0.7329 0.123
H -25.22553 -1.12158 21.42880 0.4188 0.6898 -0.6975 0.124
H -22.81504 -0.01223 21.44205 0.0926 -0.0710 0.6290 0.129
H -22.97728 -1.55344 20.64940 0.6332 -0.3499 0.2254 0.111
H -21.34836 0.22803 23.34555 -0.2543 0.0197 -0.0280 0.136
H -20.48006 -1.06247 24.07900 -0.1614 -0.4986 0.0136 0.098
H -23.27909 -0.07091 24.84926 0.0470 0.1764 -0.8373 0.137
H -21.97072 -0.35491 25.82559 0.7180 -0.1736 0.1163 0.144
H -21.34036 -3.01848 25.59748 0.3358 0.0953 0.5778 0.051
H -22.72820 -3.97561 25.96434 -0.5968 0.2478 -0.9724 0.054
H -22.50724 -2.63888 27.01326 0.9814 0.1898 0.1839 0.085
C -30.31545 -10.80151 18.36823 -1.1660 0.3649 1.6879 -0.072
O -29.47099 -11.34054 19.38044 0.9171 0.0889 0.6433 -0.218
C -28.14919 -10.82034 19.50583 -0.6192 -1.0738 0.1518 -0.162
C -27.50647 -11.40886 20.79217 0.1620 0.9706 0.4557 -0.041
N -28.00579 -10.81718 22.14151 -3.4252 -0.8219 -0.8870 0.110
H -27.38417 -10.79774 22.93732 1.2738 -1.1096 0.3394 0.082
H -28.20696 -9.83135 22.05334 -0.0587 1.1902 -0.5168 0.089
C -29.44491 -11.31010 22.67429 1.8178 0.9561 -0.6091 -0.032
C -29.53186 -12.82681 22.74287 -0.3448 0.6563 -0.4480 -0.213
O -28.44514 -13.43226 23.40533 0.0580 1.1183 0.5156 -0.217
C -28.24060 -14.74820 23.01224 0.6679 -0.4708 -1.2523 -0.102
H -30.34998 -11.30726 17.40329 0.4911 0.0309 0.1293 0.101
H -30.25507 -9.71432 18.31848 0.6280 0.0692 -0.5030 0.090
H -31.24106 -10.92259 18.93096 -0.7312 -0.2058 -0.9224 0.085
H -28.12258 -9.73090 19.48307 -0.1267 0.2333 0.2116 0.118
H -27.63304 -11.18085 18.61604 0.8167 0.0587 0.2021 0.130
H -26.45562 -11.12015 20.81339 0.0692 -0.3147 -0.2319 0.104
H -27.58596 -12.49562 20.81897 0.0476 0.1973 0.0660 0.110
H -30.14927 -10.89373 21.95414 -0.0014 -0.4769 -0.2145 0.125
H -29.61743 -10.68955 23.55363 0.2964 -0.4924 0.4193 0.118
H -29.62246 -13.10582 21.69309 0.3565 -0.5752 -0.1549 0.122
H -30.47720 -13.12908 23.19351 -0.2284 0.0962 0.2150 0.134
H -28.09968 -14.71793 21.93181 -0.4282 -0.5069 -0.3813 0.092
H -29.03450 -15.43787 23.29888 -0.1650 0.0186 0.0143 0.100
H -27.27418 -15.13162 23.33955 -0.0348 0.2477 0.7072 0.079
C -32.13050 -17.33482 28.71641 0.0797 -1.4124 1.5155 -0.068
O -31.12338 -16.37792 29.17391 -0.8683 -0.5306 0.0234 -0.225
C -30.95492 -16.29050 30.63123 -0.2254 2.2769 -2.8120 -0.130
C -29.78004 -15.23863 30.68312 -0.5694 -1.7450 0.6167 -0.072
N -30.03030 -13.86489 30.04257 1.5234 -1.1740 0.7333 0.096
H -30.35112 -13.95365 29.08900 -0.6831 -0.3732 -0.7233 0.146
H -30.65052 -13.26149 30.56345 -0.5790 -0.2951 0.2402 0.180
C -28.71781 -13.11288 29.92386 0.2332 -0.0638 -0.7633 -0.074
C -28.08970 -13.38027 28.52163 -0.3323 -0.0148 0.2773 -0.195
O -29.10260 -13.28859 27.54732 0.2600 0.5589 0.2024 -0.186
C -28.55691 -12.98641 26.23883 -0.7115 -1.2332 -0.2824 -0.033
H -32.65165 -17.24996 27.76283 0.7906 1.2081 -0.1780 0.093
H -32.93387 -17.48292 29.43804 -0.1262 0.6688 0.3372 0.085
H -31.70075 -18.33653 28.71641 0.4944 -0.0084 -0.2308 0.086
H -30.77777 -17.25411 31.10890 0.4274 0.1860 0.0469 0.137
H -31.86096 -15.81330 31.00470 -0.1467 -0.2839 0.4560 0.124
H -28.94727 -15.72305 30.17328 -0.0357 0.4573 -0.4255 0.131
H -29.44640 -15.15277 31.71724 -0.1855 0.7288 0.0189 0.132
H -28.07498 -13.49696 30.71592 0.0564 0.3203 -0.0160 0.126
H -28.98510 -12.06886 30.08713 0.3210 0.0035 -0.1317 0.117
H -27.61421 -14.36107 28.52826 -0.1758 -0.4735 -0.0474 0.128
H -27.27329 -12.71160 28.24872 0.0099 0.5629 0.5691 0.111
H -27.99948 -13.85938 25.89930 0.5025 0.1200 0.1234 0.094
H -27.95470 -12.07920 26.18980 -0.0584 0.0500 0.2243 0.094
H -29.38228 -12.97843 25.52692 -0.0701 0.4692 0.4095 0.088
C -16.25458 -9.09424 22.25003 -0.2958 -0.0218 0.0703 -0.062
O -16.22637 -7.67227 22.50054 0.3157 -0.1183 0.3744 -0.187
C -17.50528 -7.08481 22.39200 0.3166 0.7331 -1.5537 -0.209
C -17.54585 -5.55324 22.71223 0.4806 -1.3703 0.8242 -0.080
N -16.54321 -4.59911 22.09174 0.3648 0.8075 -0.3400 0.053
H -16.87914 -3.66415 22.27374 -0.3202 0.3837 0.2385 0.166
H -15.68782 -4.64728 22.62660 0.5849 -0.2151 0.1186 0.171
C -16.17560 -4.66216 20.64139 -0.1451 -0.7378 0.0091 -0.069
C -15.26353 -3.54690 20.03549 1.8305 -0.7806 1.1577 -0.115
O -14.04622 -3.36412 20.85898 -3.8915 -1.8526 0.6748 -0.213
C -13.08316 -2.56024 20.31263 1.0957 0.7369 -0.2994 -0.128
H -16.50938 -9.67166 23.13870 -0.2655 0.2538 0.2512 0.084
H -15.29796 -9.49791 21.91830 0.1929 0.6988 -0.0517 0.103
H -16.99150 -9.32350 21.48029 -0.1045 -0.0070 -0.0556 0.058
H -18.29148 -7.61320 22.93124 0.0072 0.3582 0.6887 0.117
H -17.81788 -7.20004 21.35417 -0.2045 0.0302 -0.4548 0.110
H -17.25088 -5.43583 23.75496 -0.7922 -0.0502 0.3044 0.108
H -18.55730 -5.20244 22.50727 0.0128 0.0183 0.2126 0.054
H -17.13630 -4.76998 20.13786 0.1181 0.3757 -0.4155 0.132
H -15.75037 -5.66579 20.64473 0.6134 0.1848 -0.7930 0.133
H -15.70681 -2.57344 19.82577 -0.4411 -0.0581 0.2858 0.128
H -14.92909 -3.97042 19.08846 -0.1770 0.0296 -0.2806 0.130
H -12.30217 -2.51814 21.07184 0.2366 -0.0266 -0.3143 0.104
H -13.42766 -1.53633 20.16769 -0.0957 0.1252 -0.3230 0.096
H -12.72321 -3.01549 19.38998 0.3142 0.3309 -0.1783 0.101
C -24.05638 -12.42965 18.24503 0.0695 -0.0506 0.2447 0.012
C -24.12628 -13.21662 19.54927 -0.3368 0.4084 -1.8736 -0.770
O -25.20253 -13.56088 20.00765 -2.2871 -0.4443 0.6864 -0.016
O -23.06247 -13.50447 20.12465 3.3858 -0.5852 1.4509 -0.088
H -24.64907 -12.86063 17.43814 -0.3206 0.0553 0.3086 0.091
H -23.04304 -12.32910 17.85624 0.0144 0.0873 0.2680 0.062
H -24.43204 -11.44370 18.51862 -0.0607 0.1751 -0.5143 0.066
C -26.85311 -10.57339 15.40210 0.0190 -0.9946 1.7929 -0.077
C -26.63986 -10.27200 13.92761 0.0293 1.3813 -2.5333 -0.772
O -26.19060 -9.11381 13.62771 -0.3671 -1.3536 1.0444 -0.130
O -26.96334 -11.16658 13.08826 0.3429 0.4481 1.5591 -0.112
H -25.97687 -10.96437 15.91923 0.7783 -0.2984 -0.5444 0.034
H -27.57266 -11.37088 15.58747 -0.3581 -0.0858 -0.3880 0.046
H -27.07622 -9.79568 16.13249 -0.4321 0.8969 -0.6350 0.037
C -25.02941 -5.74386 30.47044 0.5950 0.2607 -0.2286 -0.014
C -24.00181 -6.61470 31.18956 1.6457 1.7281 3.9790 -0.735
O -23.46169 -6.20394 32.28796 -1.8830 -0.1132 -1.7684 -0.082
O -23.62842 -7.71058 30.73553 -0.7738 -2.4498 -1.7982 -0.102
H -25.84986 -6.30688 30.02549 -0.0167 -0.1487 0.1088 0.048
H -24.47745 -5.27959 29.65320 0.0235 -0.0168 -0.2944 0.061
H -25.38644 -4.89764 31.05741 -0.0209 -0.3586 0.2773 0.082
C -24.57832 -12.65389 23.76337 -0.3815 -0.3436 -0.6939 0.001
C -25.16381 -11.58743 24.64281 1.6798 0.7746 -0.1757 -0.719
O -24.53716 -11.23477 25.66065 1.1165 -0.3848 1.8262 -0.051
O -26.12435 -10.93319 24.24021 -2.2916 0.8571 -0.9379 -0.040
H -24.73689 -13.63384 24.21355 0.0573 -0.1021 -0.0601 0.082
H -23.51380 -12.52447 23.56803 -0.0246 0.1112 0.4656 0.067
H -25.04663 -12.58422 22.78156 -0.2431 -0.3764 -0.0032 0.076
C -22.00748 -2.93206 30.31991 -0.7009 -0.3514 -0.3031 -0.037
C -20.70312 -2.22296 30.07932 1.8027 -1.0360 0.9945 -0.800
O -20.45987 -1.81512 28.91718 0.1523 0.3486 -1.9043 -0.118
O -19.85794 -2.28090 31.00118 -0.4792 0.2093 -0.2733 -0.065
H -22.51894 -3.12481 29.37686 -0.2105 0.2821 -0.1736 0.035
H -22.67505 -2.37943 30.98102 0.0916 -0.1988 0.1476 0.081
H -21.77324 -3.92119 30.71342 -0.1444 0.1363 0.5153 0.070
Br -21.14374 -5.81260 23.77803 0.2395 0.3073 -0.2272 -0.293
O -22.29664 -9.19827 16.38392 0.5691 -0.1703 0.6861 0.117
C -22.65657 -9.02781 17.68518 -1.5134 1.2314 -0.4874 -0.821
O -22.17706 -9.81379 18.52447 1.5902 -1.3897 1.1638 -0.073
O -23.45641 -8.12704 17.92382 -0.4688 1.1604 0.5273 0.017
H -21.64101 -9.87999 16.54824 0.2934 -0.5117 -1.0247 0.079
O -29.74321 -6.14575 22.31442 -0.4998 0.8445 -0.2099 0.136
C -28.64510 -6.82698 22.55853 3.1903 -1.1942 -0.4990 -0.845
O -28.80986 -8.06219 22.70703 -0.6738 -1.8832 0.5811 -0.063
O -27.50292 -6.34203 22.51018 0.6116 1.5011 0.6082 -0.028
H -30.22040 -6.96877 22.18589 -1.9333 0.1345 -0.1719 0.104
```
Positions in Å, forces in eV/Å.

Summary:
LUMO energy = -6.093 eV
HOMO = -7.89 eV
Frontier orbital gap = 1.8 eV
Net charge = +3
Electronic energy = -9121.62926 Ha